Entry 1:
Computed, not measured: a single C5H7N molecule in a non-equilibrium geometry, with wB97M-V/def2-TZVPD.

Output
relative energy (zero: lowest compared OMol25 entry of this formula, charge and spin) = 23.8 kcal per mole
HOMO-LUMO gap = 11.746 eV
energy = -6787.4810 eV
strongest force on any atom = 1.13 eV/A
E_LUMO = 0.93 eV
SMILES = N#CCC1CC1

XYZ file:
```
13
C5H7N, DFT wB97M-V/def2-TZVPD
N 2.198 -1.758 0.184
C 1.762 -0.723 -0.093
C 1.178 0.584 -0.419
C -0.300 0.686 -0.067
C -0.915 -0.184 0.989
C -1.269 -0.391 -0.458
H 1.333 0.770 -1.488
H 1.746 1.347 0.125
H -0.667 1.708 -0.128
H -1.655 0.255 1.651
H -0.278 -0.932 1.455
H -0.877 -1.277 -0.954
H -2.256 -0.085 -0.796
```

natural (NBO) analysis output, partial charges in e: -0.3307 0.2889 -0.5077 -0.2225 -0.4204 -0.4224 0.2490 0.2511 0.2224 0.2203 0.2292 0.2227 0.2201



Entry 2:
Computed, not measured: a molecular structure, C30H26AsBBr2F7N4O4Ti, with wB97M-V/def2-TZVPD.

Output
relative energy (zero: lowest compared OMol25 entry of this formula, charge and spin) = 22.2 kcal per mole
HOMO-LUMO gap = 7.346 eV
energy = -289431.6182 eV
net charge = -1
strongest force on any atom = 0.99 eV/A
E_LUMO = 1.40 eV

XYZ file:
```
76
C30H26AsBBr2F7N4O4Ti, DFT wB97M-V/def2-TZVPD
Ti 1.043 -0.552 -0.300
Br 2.608 -2.017 3.344
C 0.973 -1.083 3.527
C 0.475 -0.802 4.793
C -0.732 -0.130 4.871
C -1.388 0.232 3.704
C -0.788 -0.084 2.500
N 0.372 -0.727 2.416
C -1.408 0.315 1.184
O -2.461 0.905 1.142
O -0.704 -0.024 0.136
H 1.027 -1.095 5.674
H -1.151 0.122 5.837
H -2.328 0.764 3.703
Br -0.295 0.132 -8.750
C 0.014 -0.088 -6.890
C 0.667 -1.227 -6.447
C 0.890 -1.383 -5.089
C 0.468 -0.403 -4.201
C -0.180 0.737 -4.662
C -0.412 0.901 -6.018
C 0.734 -0.561 -2.753
O 1.121 -1.637 -2.251
O 0.569 0.434 -1.970
H 0.995 -1.976 -7.153
H 1.397 -2.258 -4.704
H -0.498 1.484 -3.946
H -0.913 1.782 -6.391
F 3.148 0.153 -1.629
B 3.936 -0.756 -0.885
F 2.874 -1.489 -0.101
F 4.741 -0.108 0.011
F 4.585 -1.651 -1.681
N 2.925 2.597 4.840
C 3.071 2.175 3.772
N 3.325 1.708 2.575
C 2.590 1.245 1.684
N 1.928 0.815 0.810
F -4.390 -8.198 1.708
C -3.643 -7.583 2.642
F -4.502 -7.111 3.573
F -2.920 -8.542 3.258
C -2.778 -6.503 2.072
C -1.788 -5.944 2.873
C -0.995 -4.926 2.378
C -1.182 -4.448 1.075
C -2.180 -5.020 0.285
C -2.974 -6.041 0.780
C -0.387 -3.364 0.589
C 0.271 -2.412 0.226
H -1.635 -6.314 3.878
H -0.220 -4.486 2.991
H -2.328 -4.650 -0.720
H -3.741 -6.483 0.159
C 0.096 3.759 2.445
C -0.692 4.171 1.201
As -0.038 3.232 -0.411
C -1.252 4.084 -1.726
C -1.529 5.578 -1.603
C 1.554 4.359 -0.690
C 2.321 3.930 -1.941
H -0.360 4.150 3.358
H 1.123 4.129 2.411
H 0.144 2.672 2.543
H -0.642 5.253 1.065
H -1.742 3.888 1.317
H -2.185 3.519 -1.663
H -0.826 3.866 -2.710
H -2.020 5.817 -0.660
H -2.184 5.918 -2.410
H -0.609 6.163 -1.662
H 2.185 4.224 0.192
H 1.280 5.416 -0.734
H 2.584 2.872 -1.887
H 3.244 4.500 -2.060
H 1.719 4.075 -2.842
```

Mulliken analysis output, partial charges in e: -0.4916 -0.0506 -0.3150 -0.5788 -0.4796 -0.6532 0.5813 0.4723 0.0917 -0.7270 -0.0209 0.4821 0.4260 0.5644 -0.2098 0.1759 -0.6290 -0.3541 -0.3806 -0.3642 -0.5844 1.4079 -0.6507 -0.1342 0.4213 0.5172 0.5894 0.4367 -0.3111 0.2744 -0.2716 -0.3570 -0.3401 -0.6449 0.5628 -0.7664 0.5055 0.7178 -0.2846 0.8789 -0.2584 -0.2664 0.3354 -0.8549 -0.5329 0.4089 -0.6176 -0.5960 0.3206 -0.1321 0.3817 0.5160 0.4893 0.4267 -0.9128 -1.0648 0.5136 -0.6577 -1.2877 -0.7024 -1.0872 0.4368 0.2903 -0.0838 0.5775 0.4931 0.4513 0.2449 0.2674 0.4237 0.2636 0.4389 0.4937 0.1167 0.4004 0.2580



Entry 3:
Computed, not measured: a molecular structure, C9H4AlCeCl2N2O3 in a non-equilibrium geometry, with wB97M-V/def2-TZVPD.

Output
relative energy (zero: lowest compared OMol25 entry of this formula, charge and spin) = 15.4 kcal per mole
HOMO-LUMO gap (alpha / beta) = 5.163 / 5.164 eV
energy = -63045.2318 eV
net charge = +4
expectation value of S² = 0.751
strongest force on any atom = 10.85 eV/A
E_LUMO (alpha / beta) = -15.98 / -15.98 eV
2S+1 = 2

XYZ file:
```
22
C9H4AlCeCl2N2O3, DFT wB97M-V/def2-TZVPD
Ce 2.979 -2.310 -4.256
Al 0.045 -0.549 0.046
Cl 2.094 -3.442 -2.156
Cl -0.280 -0.690 -2.025
C 1.671 0.692 0.171
C 4.038 -4.158 -5.184
C 5.031 -1.888 -5.829
O 2.505 1.444 0.469
O 4.730 -4.913 -5.755
O 5.905 -2.218 -6.522
N -5.043 2.484 4.424
C -4.210 1.949 3.792
C -3.193 1.333 2.962
C -3.210 1.574 1.594
C -2.145 1.195 0.806
N -1.136 0.439 1.301
C -1.161 0.089 2.632
C -2.136 0.589 3.481
H -4.078 2.037 1.133
H -2.053 1.480 -0.238
H -0.365 -0.558 3.017
H -2.102 0.353 4.547
```

Mulliken analysis output, partial charges in e: 1.7503 0.5750 -0.2646 -0.0756 0.5837 0.1659 0.2084 0.0108 0.0978 0.0458 -0.1833 -0.3559 0.7914 -0.5667 -0.1330 0.0905 -0.0677 -0.6157 0.5022 0.4731 0.4718 0.4958



Entry 4:
Computed, not measured: 2 unconnected molecules or ions with the total composition C3H9NO3 in a non-equilibrium geometry, with wB97M-V/def2-TZVPD.

Output
relative energy (zero: lowest compared OMol25 entry of this formula, charge and spin) = 132.6 kcal per mole
HOMO-LUMO gap = 10.050 eV
energy = -10884.8293 eV
strongest force on any atom = 3.75 eV/A
E_LUMO = 0.85 eV
SMILES = O=COO.CNC

XYZ file:
```
16
C3H9NO3, DFT wB97M-V/def2-TZVPD
C -0.891 0.089 1.309
C 1.698 0.156 0.803
N 0.482 -0.614 0.612
H 0.515 -1.615 0.468
H 2.544 -0.315 0.295
H -1.072 0.973 0.700
H -0.509 0.432 2.270
H -1.779 -0.532 1.391
H 1.541 1.158 0.397
H 1.967 0.239 1.859
C -0.034 -0.436 -1.489
O -1.526 -0.570 -1.267
O -2.182 0.595 -1.816
O 0.387 0.633 -1.933
H -1.433 1.233 -1.754
H 0.292 -1.426 -1.844
```

natural (NBO) analysis output, partial charges in e: -0.3821 -0.4227 -0.6062 0.3932 0.2133 0.2060 0.1904 0.2290 0.2117 0.1850 0.6080 -0.3417 -0.4375 -0.6598 0.4677 0.1455



Entry 5:
Computed, not measured: 2 unconnected molecules or ions with the total composition C2HBrIN in a non-equilibrium geometry, with wB97M-V/def2-TZVPD.

Output
relative energy (zero: lowest compared OMol25 entry of this formula, charge and spin) = 43.9 kcal per mole
HOMO-LUMO gap (alpha / beta) = 9.077 / 5.514 eV
energy = -81720.3741 eV
strongest force on any atom = 3.26 eV/A
E_LUMO (alpha / beta) = -1.64 / -3.70 eV

XYZ file:
```
6
C2HBrIN, DFT wB97M-V/def2-TZVPD
C -1.029 -0.215 1.075
C -0.413 0.061 -0.204
N -1.692 -0.271 2.030
Br -0.218 1.644 -1.033
I 3.054 -0.520 -1.273
H 0.297 -0.698 -0.595
```

natural (NBO) analysis output, partial charges in e: 0.1823 -0.3746 -0.2557 0.2028 0.0055 0.2397



Entry 6:
Computed, not measured: a single C4H4ClNO4S molecule in a non-equilibrium geometry, with wB97M-V/def2-TZVPD.

Output
relative energy (zero: lowest compared OMol25 entry of this formula, charge and spin) = 19.6 kcal per mole
HOMO-LUMO gap = 8.503 eV
energy = -37248.5840 eV
strongest force on any atom = 4.29 eV/A
E_LUMO = -1.31 eV

XYZ file:
```
15
C4H4ClNO4S, DFT wB97M-V/def2-TZVPD
C -1.522 -1.761 -0.354
C -2.235 -0.666 -0.621
C -0.111 -1.274 -0.180
C -1.304 0.459 -0.689
N -0.094 0.055 -0.310
O 2.158 -0.121 1.001
O 1.488 1.913 -0.345
O 0.865 -2.014 0.142
O -1.621 1.606 -0.880
S 1.300 1.056 0.978
Cl 2.556 2.360 2.159
H -1.592 -2.802 -0.201
H -3.274 -0.475 -0.728
H 1.633 -1.196 0.238
H 1.753 2.859 -0.211
```

natural (NBO) analysis output, partial charges in e: -0.2535 -0.2056 0.6565 0.6164 -0.6748 -0.9607 -0.8947 -0.5862 -0.4972 1.6366 -0.3754 0.2399 0.2417 0.5251 0.5319



> Look up the strongest force on any atom of the fifth one.

3.26 eV/A



> Which formula does entry 2 have?

C30H26AsBBr2F7N4O4Ti



> What is the formula in the third record?

C9H4AlCeCl2N2O3



> energy of number 2 (C30H26AsBBr2F7N4O4Ti)?

-289431.6182 eV